ORCA calculation (the ωB97M-V functional and the def2-TZVPD basis) on C12H43B2O10PdSSr as an isolated structure in a non-equilibrium geometry.

## Properties
**Orbital gap (alpha / beta)**: 7.7022 / 4.2743 eV
**LUMO (alpha / beta)**: -1.155 / -4.516 eV
**<S²>**: 3.761
**Highest occupied orbital energy (alpha / beta)**: -8.9 / -8.8 eV

The geometry in ORCA input format:
```
! wB97M-V def2-TZVPD RIJCOSX def2/J DEFGRID3
* xyz 0 4
Sr -1.675 -2.675 -2.503
Pd 1.341 -1.939 -0.369
B -3.712 -2.217 -1.092
H -4.524 -1.966 -0.426
H -2.745 -1.888 -0.746
H -3.569 -3.274 -1.253
H -3.774 -1.763 -2.068
B -0.063 -0.104 -0.190
H -0.836 0.619 -0.399
H 0.198 -0.256 0.846
H -0.451 -1.049 -0.540
H 0.832 0.132 -0.746
S -0.534 -3.683 0.788
O 0.537 -2.826 1.281
O -1.822 -3.165 1.153
O -0.424 -3.391 -0.635
O -0.264 -5.081 1.164
C 1.244 0.145 -4.186
C 1.584 -1.281 -3.708
O 0.916 -1.929 -2.664
H 1.301 0.831 -3.341
H 0.194 0.095 -4.473
H 1.574 0.596 -5.122
H 2.655 -1.233 -3.507
H 1.453 -1.839 -4.635
C -3.369 1.264 -2.176
C -2.365 0.925 -3.232
O -1.646 -0.229 -2.705
H -4.169 1.917 -2.526
H -2.946 1.822 -1.341
H -3.843 0.344 -1.832
H -1.528 1.586 -3.459
H -2.900 0.650 -4.140
H -1.155 0.110 -1.953
C 0.355 -1.099 5.937
C -0.066 -1.822 4.716
O 0.924 -1.619 3.775
H 0.794 -0.113 5.786
H 1.104 -1.774 6.350
H -0.362 -1.042 6.756
H -0.984 -1.446 4.265
H -0.343 -2.858 4.913
H 0.759 -2.011 2.914
C 1.979 4.651 0.224
C 1.539 3.163 0.138
O 0.328 3.007 -0.563
H 2.990 4.755 0.619
H 1.365 5.140 0.981
H 1.878 5.061 -0.781
H 1.502 2.636 1.092
H 2.230 2.546 -0.436
H 0.023 2.105 -0.446
C 3.887 0.896 -1.700
C 4.235 -0.247 -0.706
O 3.106 -0.558 0.113
H 2.848 0.944 -2.027
H 4.670 0.840 -2.456
H 3.947 1.851 -1.178
H 5.099 0.089 -0.131
H 4.652 -1.065 -1.293
H 3.098 -0.010 0.902
C -1.311 1.410 2.898
C -2.648 0.810 2.526
O -2.510 -0.217 1.509
H -0.679 0.618 3.300
H -1.344 2.243 3.600
H -0.665 1.805 2.114
H -3.272 1.654 2.233
H -3.059 0.464 3.474
H -1.583 -0.057 1.319
*
```



ORCA calculation (the ωB97M-V functional and the def2-TZVPD basis) on C12H44N20NiO12 as an isolated structure in a non-equilibrium geometry.

## Properties
**Orbital gap (alpha / beta)**: 7.1733 / 7.1292 eV
**LUMO (alpha / beta)**: -2.410 / -2.449 eV
**<S²>**: 2.005
**Highest occupied orbital energy (alpha / beta)**: -9.6 / -9.6 eV
**ΔE to the lowest compared entry with this formula, charge and spin**: 13.4 kcal/mol

The geometry in ORCA input format:
```
! wB97M-V def2-TZVPD RIJCOSX def2/J DEFGRID3
* xyz 0 3
Ni 2.618 -1.801 -0.764
O 2.307 -0.831 0.956
C 1.095 -0.112 0.673
C 0.038 -0.814 -0.220
O 0.591 -1.490 -1.327
H 1.520 0.829 0.305
H 0.569 0.226 1.577
H -0.561 0.027 -0.584
H -0.597 -1.448 0.408
C 1.559 4.473 -0.345
O 2.330 3.957 -1.163
N 1.449 5.807 -0.145
N 0.882 3.690 0.517
H 0.566 6.108 0.232
H 1.890 6.404 -0.823
H 0.789 2.714 0.306
H 0.419 4.072 1.323
C -5.188 -1.716 0.501
O -6.138 -2.359 0.037
N -4.085 -1.428 -0.231
N -5.194 -1.223 1.755
H -3.888 -1.896 -1.097
H -3.324 -1.019 0.284
H -5.886 -1.510 2.419
H -4.308 -0.790 1.961
C -3.242 1.873 0.773
O -3.553 1.123 1.701
N -3.942 2.074 -0.356
N -2.082 2.630 0.821
H -4.912 1.807 -0.372
H -3.530 2.826 -0.879
H -1.415 2.444 1.549
H -1.922 3.329 0.119
C -1.528 -4.557 -1.804
O -2.150 -5.552 -2.203
N -0.304 -4.154 -2.190
N -2.080 -3.778 -0.837
H 0.192 -4.719 -2.856
H 0.094 -3.341 -1.734
H -1.336 -3.281 -0.370
H -2.910 -4.027 -0.330
C 2.124 -2.683 4.350
O 1.623 -3.381 5.237
N 3.443 -2.369 4.165
N 1.369 -2.339 3.294
H 4.099 -2.671 4.860
H 3.581 -1.964 3.261
H 0.412 -2.634 3.350
H 1.643 -1.780 2.496
C 4.148 1.147 3.383
O 4.822 1.539 4.331
N 4.575 0.364 2.355
N 2.820 1.378 3.339
H 5.519 0.024 2.318
H 3.869 -0.206 1.895
H 2.409 1.945 4.059
H 2.264 1.034 2.581
C -1.940 0.922 4.734
O -1.654 1.089 5.917
N -1.838 -0.276 4.112
N -2.161 1.968 3.896
H -1.690 -1.107 4.654
H -2.006 -0.314 3.123
H -2.450 2.801 4.385
H -2.704 1.727 3.055
C 4.028 0.727 -2.364
O 3.320 -0.069 -1.715
N 3.494 1.320 -3.444
N 5.337 0.922 -2.159
H 2.526 1.230 -3.708
H 4.000 1.990 -3.997
H 5.894 0.499 -1.444
H 5.730 1.565 -2.825
C -0.202 -1.851 -5.453
O -0.160 -0.738 -5.971
N -0.222 -2.140 -4.114
N -0.247 -2.975 -6.201
H -0.034 -3.113 -3.941
H 0.060 -1.500 -3.386
H -0.599 -3.876 -5.938
H -0.070 -2.768 -7.172
C -1.379 2.003 -3.045
O -1.631 3.030 -3.665
N -0.088 1.699 -2.668
N -2.213 0.946 -2.932
H 0.505 2.467 -2.381
H -0.087 0.878 -2.073
H -2.050 0.009 -2.607
H -3.021 0.963 -3.534
*
```



ORCA calculation (the ωB97M-V functional and the def2-TZVPD basis) on a 10-piece molecular cluster, C12H44N4O10 overall in a non-equilibrium geometry.

## Properties
**Structure (SMILES)**: NC(N)=O.NC(N)=O.CCO.CCO.CO.CO.CO.CO.CO.CO
**Orbital gap**: 8.8377 eV
**LUMO**: 0.155 eV
**Highest occupied orbital energy**: -8.7 eV
**ΔE to the lowest compared entry with this formula, charge and spin**: 100.5 kcal/mol

The geometry in ORCA input format:
```
! wB97M-V def2-TZVPD RIJCOSX def2/J DEFGRID3
* xyz 0 1
C 1.655 26.732 5.350
C 2.294 27.893 6.274
O 2.435 29.136 5.603
H 2.329 26.486 4.520
H 0.732 27.124 4.877
H 1.339 25.888 5.876
H 3.238 27.606 6.626
H 1.655 28.094 7.139
H 2.785 29.701 6.277
C -4.054 23.069 2.982
C -5.453 22.922 2.325
O -5.984 21.645 2.646
H -4.161 23.311 4.034
H -3.490 23.849 2.582
H -3.496 22.135 2.931
H -5.412 22.989 1.279
H -6.194 23.649 2.684
H -6.848 21.620 2.154
C 0.559 23.365 0.875
O -0.533 22.562 1.307
N 1.175 23.047 -0.244
N 1.188 24.222 1.623
H 0.924 22.162 -0.790
H 1.931 23.605 -0.612
H 0.869 24.212 2.614
H 2.034 24.728 1.259
C 0.190 22.577 7.071
O 0.535 23.441 8.161
N -0.971 22.008 6.942
N 1.030 22.284 6.143
H -1.726 22.524 7.513
H -1.289 21.544 6.051
H 2.059 22.524 6.370
H 0.898 21.432 5.530
C 0.459 20.273 3.314
O 0.472 20.088 4.700
H -0.238 19.724 2.677
H 1.506 20.149 2.952
H 0.347 21.309 2.999
H 0.477 19.148 4.870
C -3.527 20.479 5.124
O -2.214 20.737 4.899
H -4.220 20.995 4.448
H -3.789 20.619 6.185
H -3.725 19.392 4.900
H -1.718 20.045 5.287
C -1.034 23.920 4.105
O 0.357 23.888 4.134
H -1.486 23.002 3.905
H -1.349 24.653 3.341
H -1.497 24.344 5.008
H 0.515 23.283 4.917
C -1.469 26.543 6.940
O -0.555 26.793 7.955
H -1.996 25.653 7.212
H -0.988 26.292 5.991
H -2.068 27.492 6.823
H -0.120 26.006 8.130
C -3.703 23.261 7.293
O -2.823 23.054 8.386
H -3.091 23.271 6.354
H -3.916 24.275 7.327
H -4.558 22.567 7.282
H -3.318 23.435 9.111
C -1.712 26.238 1.110
O -0.453 26.831 1.489
H -1.761 25.199 0.827
H -2.113 26.826 0.282
H -2.340 26.335 1.985
H 0.199 26.103 1.616
*
```